A cluster of 15 separate species, C46H126N4O19 in total in a non-equilibrium geometry, computed with wB97M-V/def2-TZVPD.

Bonds (Å) are listed after each position.
Atoms and positions in Å:
1 H 2.04 3.38 6.14  C174 1.090
2 H 0.00 4.01 -9.05  O53 0.960
3 O 0.31 2.63 -2.04  C24 1.357, C140 1.461
4 O -0.50 1.62 4.78  C41 1.431, H116 0.960
5 H -1.49 4.28 3.58  C80 1.090
6 H -3.26 -4.30 3.34  C50 1.090
7 H 0.53 4.89 -7.05  C30 1.090
8 N 3.51 -2.92 -0.96  C45 1.420, H98 1.010, C153 1.501
9 H 1.30 -0.30 3.59  C40 1.090
10 C 6.15 -4.15 2.17  H29 1.090, O62 1.435, H164 1.090, H175 1.090
11 C -2.46 0.02 -4.98  H36 1.090, C42 1.587, O68 1.437, H167 1.090
12 H -2.61 -5.99 1.39  C52 1.090
13 H -3.29 0.68 3.97  C152 1.090
14 H -1.23 3.21 -0.91  C24 1.090
15 C -5.35 1.68 -0.33  H74 1.090, H85 1.090, H112 1.090, C138 1.546
16 H -0.46 -0.29 -4.03  C42 1.090
17 H -3.60 5.51 -4.87  C89 1.090
18 C 3.67 6.33 -1.58  H84 1.090, C131 1.502, O134 1.386, H136 1.090
19 H -3.53 0.28 2.22  C152 1.090
20 C -2.09 5.07 1.58  O22 1.418, C80 1.592, H108 1.090, H160 1.090
21 H 2.75 0.86 0.52  C171 1.090
22 O -3.12 5.77 2.26  C20 1.418, C189 1.443
23 H -0.89 0.44 6.05  O32 0.960
24 C -1.00 2.50 -1.71  O3 1.357, H14 1.090, H55 1.090, C183 1.582
25 O 1.14 -0.85 1.70  C40 1.354, C180 1.494
26 H 3.49 -1.77 0.68  C45 1.090
27 H 1.78 -4.52 3.03  C38 1.090
28 H -1.28 -6.87 -4.01  C81 1.090
29 H 7.12 -4.51 1.82  C10 1.090
30 C 0.22 3.85 -7.12  H7 1.090, O53 1.457, H78 1.090, C135 1.564
31 H 0.76 4.68 -1.71  C140 1.090
32 O -1.06 -0.24 6.70  H23 0.960, C120 1.363
33 H 4.36 -1.01 -0.61  C45 1.090
34 H -4.70 -3.90 2.30  C50 1.090
35 H -0.93 1.36 -4.52  C42 1.090
36 H -2.56 -0.94 -5.48  C11 1.090
37 H 2.84 2.34 -0.25  C171 1.090
38 C 2.27 -4.78 2.09  H27 1.090, H76 1.090, H86 1.090, C194 1.513
39 H 2.18 2.61 -6.83  C135 1.090
40 C 1.75 -1.01 2.90  H9 1.090, O25 1.354, H105 1.090, H143 1.090
41 C 0.74 2.35 4.81  O4 1.431, H70 1.090, H148 1.090, C174 1.502
42 C -0.91 0.31 -4.82  C11 1.587, H16 1.090, H35 1.090, H187 1.090
43 N -0.69 0.67 0.07  C90 1.410, H103 1.010, C183 1.457
44 H -1.09 -2.85 7.35  C188 1.090
45 C 4.19 -1.98 -0.13  N8 1.420, H26 1.090, H33 1.090, C128 1.544
46 H -6.48 -0.46 4.00  C186 1.090
47 C 2.46 -1.14 -4.70  O95 1.428, H137 1.090, H147 1.090, H154 1.090
48 H 1.74 3.45 -5.48  C135 1.090
49 H 1.57 -2.17 -0.44  C153 1.090
50 C -3.66 -4.21 2.33  H6 1.090, H34 1.090, C52 1.556, O115 1.414
51 C -1.47 -4.34 -3.06  H56 1.090, H88 1.090, C94 1.564, N97 1.447
52 C -3.60 -5.61 1.66  H12 1.090, C50 1.556, H107 1.090, H125 1.090
53 O 0.10 3.26 -8.45  H2 0.960, C30 1.457
54 O 5.56 0.91 1.17  C155 1.446, H166 0.960
55 H -1.70 2.71 -2.52  C24 1.090
56 H -2.46 -4.56 -3.44  C51 1.090
57 H 4.06 1.77 2.28  C155 1.090
58 H -1.76 5.91 -3.61  C106 1.090
59 H -0.37 4.02 2.28  C80 1.090
60 H -4.38 7.07 -4.83  C89 1.090
61 C 5.73 -0.83 5.87  H117 1.090, H129 1.090, C130 1.532, H151 1.090
62 O 5.22 -3.85 1.12  C10 1.435, C128 1.458
63 H 0.39 4.35 -3.39  C140 1.090
64 H -0.78 -0.43 2.49  C180 1.090
65 H 2.22 -10.40 -2.92  C150 1.090
66 O -4.75 5.88 -3.18  C89 1.398, H100 0.960
67 H 1.87 3.84 -2.78  C140 1.090
68 O -3.19 0.09 -3.74  C11 1.437, H157 0.960
69 H 1.07 2.03 6.96  C174 1.090
70 H 0.65 3.28 4.24  C41 1.090
71 O 6.00 -0.82 3.52  C130 1.398, H169 0.960
72 H -2.28 0.65 -1.18  C183 1.090
73 H 6.53 0.84 4.62  C130 1.090
74 H -5.38 1.87 0.75  C15 1.090
75 H -0.19 -5.36 -1.71  N97 1.010
76 H 3.10 -5.47 2.25  C38 1.090
77 H -2.40 7.30 -2.72  C106 1.090
78 H -0.69 3.59 -6.59  C30 1.090
79 H -4.20 2.19 -2.06  C138 1.090
80 C -1.43 3.99 2.53  H5 1.090, C20 1.592, H59 1.090, N111 1.503
81 C -0.43 -6.67 -3.37  H28 1.090, N97 1.498, H122 1.090, C195 1.522
82 H -4.88 4.32 -2.04  O132 0.960
83 H -0.50 -3.07 -1.65  C94 1.090
84 H 3.40 6.69 -2.57  C18 1.090
85 H -4.86 0.74 -0.52  C15 1.090
86 H 2.78 -3.90 1.69  C38 1.090
87 H 1.69 -6.49 -0.19  O185 0.960
88 H -0.83 -3.97 -3.86  C51 1.090
89 C -3.90 6.32 -4.20  H17 1.090, H60 1.090, O66 1.398, C106 1.596
90 C -0.99 -0.66 0.44  N43 1.410, H102 1.090, H141 1.090, C180 1.518
91 H 0.32 3.44 6.56  C174 1.090
92 H -4.11 2.89 2.12  C110 1.090
93 H 0.73 -10.39 -2.23  C150 1.090
94 C -1.50 -3.12 -2.07  C51 1.564, H83 1.090, H146 1.090, O149 1.430
95 O 2.52 -2.08 -3.62  C47 1.428, C127 1.411
96 H -4.13 -3.44 -2.28  C190 1.090
97 N -0.79 -5.50 -2.51  C51 1.447, H75 1.010, C81 1.498
98 H 3.21 -3.65 -0.34  N8 1.010
99 H -2.27 -3.29 6.00  C188 1.090
100 H -4.92 6.57 -2.54  O66 0.960
101 O 1.04 -8.58 -3.22  C150 1.444, C195 1.434
102 H -2.07 -0.71 0.35  C90 1.090
103 H 0.30 0.74 -0.11  N43 1.010
104 H -2.37 -1.06 5.28  C120 1.090
105 H 1.53 -2.03 3.20  C40 1.090
106 C -2.46 6.75 -3.66  H58 1.090, H77 1.090, C89 1.596, H133 1.090
107 H -3.99 -6.41 2.28  C52 1.090
108 H -2.47 4.60 0.67  C20 1.090
109 H 1.88 6.89 -1.09  O134 0.960
110 C -3.40 2.37 2.76  H92 1.090, N111 1.441, H121 1.090, C152 1.516
111 N -2.02 2.61 2.40  C80 1.503, C110 1.441, H126 1.010
112 H -6.37 1.48 -0.66  C15 1.090
113 H 0.84 2.06 -5.96  C135 1.090
114 H 2.80 -0.69 -2.18  C127 1.090
115 O -2.74 -3.35 1.67  C50 1.414, H191 0.960
116 H -0.86 1.77 3.91  O4 0.960
117 H 6.74 -0.96 6.26  C61 1.090
118 H 4.81 0.50 4.43  C130 1.090
119 H -5.71 -1.10 2.69  C186 1.090
120 C -1.52 -1.27 5.93  O32 1.363, H104 1.090, H124 1.090, C188 1.524
121 H -3.37 2.97 3.67  C110 1.090
122 H 0.39 -6.35 -4.01  C81 1.090
123 H 3.88 1.07 -0.73  C171 1.090
124 H -0.70 -1.49 5.24  C120 1.090
125 H -4.19 -5.57 0.74  C52 1.090
126 H -1.67 2.08 1.62  N111 1.010
127 C 2.05 -1.43 -2.46  O95 1.411, H114 1.090, H139 1.090, C153 1.529
128 C 5.48 -2.58 0.46  C45 1.544, O62 1.458, H144 1.090, H165 1.090
129 H 5.12 -0.21 6.53  C61 1.090
130 C 5.78 0.04 4.61  C61 1.532, O71 1.398, H73 1.090, H118 1.090
131 C 4.80 7.08 -0.94  C18 1.502, H142 1.090, H145 1.090, H158 1.090
132 O -5.14 3.88 -1.23  H82 0.960, C138 1.435
133 H -2.16 7.58 -4.30  C106 1.090
134 O 2.54 6.26 -0.78  C18 1.386, H109 0.960
135 C 1.27 2.99 -6.35  C30 1.564, H39 1.090, H48 1.090, H113 1.090
136 H 3.97 5.33 -1.90  C18 1.090
137 H 3.09 -1.66 -5.43  C47 1.090
138 C -4.42 2.65 -1.10  C15 1.546, H79 1.090, O132 1.435, H161 1.090
139 H 1.00 -1.18 -2.56  C127 1.090
140 C 0.82 3.92 -2.49  O3 1.461, H31 1.090, H63 1.090, H67 1.090
141 H -0.61 -1.32 -0.33  C90 1.090
142 H 4.60 8.16 -0.94  C131 1.090
143 H 2.82 -0.88 2.73  C40 1.090
144 H 6.23 -2.64 -0.32  C128 1.090
145 H 5.08 6.79 0.08  C131 1.090
146 H -1.69 -2.21 -2.64  C94 1.090
147 H 1.46 -1.13 -5.13  C47 1.090
148 H 1.50 1.82 4.23  C41 1.090
149 O -2.52 -3.15 -1.07  C94 1.430, C190 1.361
150 C 1.54 -9.69 -2.45  H65 1.090, H93 1.090, O101 1.444, H193 1.090
151 H 5.38 -1.82 5.59  C61 1.090
152 C -3.80 0.94 3.05  H13 1.090, H19 1.090, C110 1.516, O182 1.363
153 C 2.13 -2.45 -1.33  N8 1.501, H49 1.090, C127 1.529, H168 1.090
154 H 2.73 -0.09 -4.76  C47 1.090
155 C 4.50 1.89 1.29  O54 1.446, H57 1.090, H170 1.090, C171 1.540
156 H -0.75 0.49 -2.04  C183 1.090
157 H -4.12 0.09 -3.98  O68 0.960
158 H 5.66 6.88 -1.56  C131 1.090
159 H -3.28 7.18 0.77  C189 1.090
160 H -1.24 5.64 1.19  C20 1.090
161 H -3.55 2.71 -0.45  C138 1.090
162 H -0.59 -2.12 1.95  C180 1.090
163 H -4.52 -2.95 -0.64  C190 1.090
164 H 5.69 -4.96 2.74  C10 1.090
165 H 5.87 -1.80 1.11  C128 1.090
166 H 6.05 1.18 0.38  O54 0.960
167 H -2.85 0.72 -5.72  C11 1.090
168 H 1.58 -3.33 -1.65  C153 1.090
169 H 5.91 -0.25 2.75  O71 0.960
170 H 5.01 2.84 1.13  C155 1.090
171 C 3.50 1.57 0.16  H21 1.090, H37 1.090, H123 1.090, C155 1.540
172 H -2.72 -2.35 7.38  C188 1.090
173 H -4.62 5.86 0.77  C189 1.090
174 C 1.12 2.80 6.19  H1 1.090, C41 1.502, H69 1.090, H91 1.090
175 H 6.20 -3.32 2.86  C10 1.090
176 H 0.47 -4.41 1.07  C194 1.090
177 H -4.76 -1.09 4.03  C186 1.090
178 H 0.65 -6.09 1.76  C194 1.090
179 H -4.51 7.22 1.88  C189 1.090
180 C -0.33 -1.08 1.74  O25 1.494, H64 1.090, C90 1.518, H162 1.090
181 H 0.51 -7.49 -1.63  C195 1.090
182 O -5.14 0.84 3.26  C152 1.363, C186 1.374
183 C -1.26 1.02 -1.23  C24 1.582, N43 1.457, H72 1.090, H156 1.090
184 H -0.76 -8.57 -2.22  C195 1.090
185 O 1.38 -5.59 -0.14  H87 0.960, C194 1.430
186 C -5.49 -0.46 3.54  H46 1.090, H119 1.090, H177 1.090, O182 1.374
187 H -0.38 0.16 -5.76  C42 1.090
188 C -1.90 -2.54 6.69  H44 1.090, H99 1.090, C120 1.524, H172 1.090
189 C -3.93 6.50 1.31  O22 1.443, H159 1.090, H173 1.090, H179 1.090
190 C -3.79 -2.83 -1.44  H96 1.090, O149 1.361, H163 1.090, H192 1.090
191 H -2.74 -3.54 0.73  O115 0.960
192 H -3.93 -1.84 -1.89  C190 1.090
193 H 1.94 -9.45 -1.46  C150 1.090
194 C 1.13 -5.27 1.23  C38 1.513, H176 1.090, H178 1.090, O185 1.430
195 C 0.01 -7.87 -2.53  C81 1.522, O101 1.434, H181 1.090, H184 1.090

Values from the calculation:
Highest occupied orbital energy   -8.006 eV
Multiplicity   1
Charge   0
Energy relative to the best compared isomer or geometry (same formula, charge and spin)   72.2 kcal per mole